1.
Computed, not measured: a 3-piece molecular cluster, C17H41NO5S2Si2 overall, with ωB97M-V/def2-TZVPD.

XYZ file:
```
68
Properties=species:S:1:pos:R:3
C 2.758 -0.490 -2.629
C 1.738 0.659 -2.583
C 1.764 1.507 -1.290
C 0.440 1.476 -0.504
C -0.708 2.145 -1.302
Si 0.040 -0.262 0.073
O -0.218 -0.256 1.705
Si -0.418 -1.441 2.840
C 0.731 -2.893 2.614
C 2.212 -2.714 2.995
C 2.791 -1.319 2.738
C 4.311 -1.294 2.797
N 4.911 -2.001 1.656
H 3.603 -0.269 -3.285
H 2.313 -1.420 -2.988
H 3.172 -0.700 -1.640
H 0.725 0.274 -2.734
H 1.904 1.313 -3.442
H 1.993 2.552 -1.526
H 2.584 1.156 -0.653
H 0.598 2.045 0.420
H -1.148 2.979 -0.753
H -1.524 1.462 -1.548
H -0.341 2.534 -2.255
H 1.165 -1.192 -0.215
H -1.166 -0.814 -0.598
H -0.192 -0.810 4.165
H -1.814 -1.922 2.780
H 0.274 -3.678 3.232
H 0.639 -3.260 1.586
H 2.817 -3.444 2.449
H 2.351 -2.954 4.054
H 2.381 -0.603 3.459
H 2.470 -0.968 1.751
H 4.662 -0.259 2.863
H 4.633 -1.790 3.721
H 4.227 -2.117 0.918
H 5.687 -1.488 1.261
C 0.298 4.459 -7.866
C 1.521 3.640 -7.433
C 1.527 3.609 -5.903
S -0.201 3.732 -5.398
O -0.383 4.963 -4.671
O -0.644 2.488 -4.822
C -0.872 3.925 -7.050
H 0.108 4.369 -8.935
H 0.453 5.516 -7.642
H 1.438 2.624 -7.824
H 2.448 4.066 -7.815
H 1.926 2.690 -5.480
H 2.032 4.469 -5.468
H -1.729 4.592 -6.980
H -1.189 2.936 -7.381
C -5.677 -1.792 5.527
C -4.271 -1.441 6.033
C -3.481 -2.748 6.121
S -4.174 -3.832 4.856
O -4.778 -4.972 5.499
O -3.221 -4.024 3.795
C -5.470 -2.710 4.329
H -6.241 -0.902 5.250
H -6.238 -2.317 6.303
H -3.787 -0.764 5.325
H -4.303 -0.940 6.999
H -2.419 -2.639 5.910
H -3.622 -3.260 7.072
H -6.332 -3.311 4.050
H -5.087 -2.171 3.462
```

Values from the calculation:
SMILES string: CCC[C@@H](C)[SiH2]O[SiH2]CCCCN.O=S1(=O)CCCC1.O=S1(=O)CCCC1
HOMO level (eV): -9.031
Kohn-Sham gap (eV): 9.6
Relative energy (zero: lowest compared OMol25 entry of this formula, charge and spin) (kcal/mol): 0.0
Multiplicity: 1

Here are the Löwdin charges for atoms 1 to 5, given in e: atom 1 (C): -0.11, atom 2 (C): -0.26, atom 3 (C): -0.24, atom 4 (C): -0.44, atom 5 (C): -0.11

2.
Computed, not measured: a 3-piece molecular cluster, C17H42BFO10P3 overall, with ωB97M-V/def2-TZVPD.

XYZ file:
```
74
Properties=species:S:1:pos:R:3
C -1.764 -1.713 -3.313
C -0.849 -2.622 -4.181
P 0.471 -3.521 -3.182
C 1.663 -2.175 -2.635
B 1.315 -4.699 -4.533
O 2.298 -5.676 -4.090
C 1.532 -6.439 -3.176
C 0.118 -6.512 -3.887
F 0.055 -7.813 -4.421
O 0.161 -5.594 -4.927
H -2.804 -1.981 -3.535
H -1.563 -0.651 -3.486
H -1.573 -1.970 -2.263
H -0.311 -2.071 -4.969
H -1.410 -3.425 -4.670
H 1.148 -1.243 -2.374
H 2.290 -2.545 -1.816
H 2.366 -1.983 -3.468
H 1.534 -4.020 -5.515
H 1.585 -5.950 -2.192
H 1.869 -7.473 -3.015
H -0.772 -6.231 -3.310
O 2.571 4.262 -1.288
P 2.279 3.623 0.040
O 2.165 2.067 -0.469
C 3.352 1.340 -0.785
C 4.155 0.994 0.458
O 0.664 3.958 0.129
C 0.108 5.046 -0.609
C -0.412 4.589 -1.960
O 2.208 3.059 1.618
C 2.663 3.945 2.659
C 1.822 5.204 2.768
H 3.959 1.912 -1.494
H 3.036 0.423 -1.282
H 4.567 1.894 0.925
H 4.986 0.335 0.205
H 3.525 0.501 1.198
H 0.839 5.849 -0.720
H -0.717 5.450 -0.018
H 0.301 3.951 -2.480
H -0.641 5.447 -2.594
H -1.323 4.002 -1.833
H 3.712 4.199 2.484
H 2.612 3.384 3.593
H 1.944 5.841 1.887
H 2.117 5.785 3.643
H 0.764 4.956 2.846
O -0.765 -0.914 1.930
P -2.045 -0.542 2.604
O -3.155 -1.470 1.845
C -3.193 -2.867 2.129
C -3.727 -3.159 3.523
O -2.347 0.899 1.879
C -1.303 1.600 1.194
C -1.284 1.251 -0.284
O -3.111 -0.119 3.820
C -2.538 0.390 5.037
C -1.791 1.697 4.832
H -2.196 -3.298 1.998
H -3.848 -3.319 1.385
H -3.037 -2.800 4.292
H -3.861 -4.232 3.665
H -4.681 -2.658 3.684
H -0.336 1.400 1.657
H -1.492 2.668 1.313
H -1.360 0.178 -0.462
H -0.372 1.618 -0.754
H -2.140 1.709 -0.788
H -1.875 -0.366 5.468
H -3.362 0.541 5.734
H -0.893 1.550 4.226
H -1.482 2.113 5.793
H -2.418 2.423 4.315
```

Values from the calculation:
HOMO level (eV): -2.954
Kohn-Sham gap (eV): 3.5
Multiplicity: 1
Net charge: -1

Here are the Löwdin charges for atoms 1 to 5, given in e: atom 1 (C): -0.19, atom 2 (C): -0.45, atom 3 (P): 0.93, atom 4 (C): -0.34, atom 5 (B): -0.88

3.
Computed, not measured: C17H42ClIIrOP3 as an isolated structure, with ωB97M-V/def2-TZVPD.

XYZ file:
```
66
Properties=species:S:1:pos:R:3
C -0.127 -0.188 -4.388
C -0.174 0.150 -2.946
H -0.120 0.756 -4.933
H -1.013 -0.764 -4.674
H 0.753 -0.775 -4.662
O -0.330 1.290 -2.497
I -0.232 -2.879 0.471
Ir -0.118 -1.269 -1.585
P 2.207 -1.456 -1.535
C 3.055 -0.432 -0.284
C 2.851 -3.132 -1.165
H 3.897 -3.167 -1.496
H 4.116 -1.025 -2.895
H 2.260 -3.875 -1.712
H 2.714 -1.570 -3.891
H 2.712 -0.811 0.685
H 2.803 -3.350 -0.089
C 3.034 -0.925 -3.063
H 4.150 -0.526 -0.358
H 2.791 0.125 -3.281
H 2.772 0.624 -0.397
P -2.479 -1.460 -1.518
C -3.354 -0.439 -0.294
C -3.299 -0.897 -3.048
H -2.584 -3.879 -1.706
H -4.204 -3.127 -1.491
H -3.110 -3.328 -0.082
C -3.158 -3.123 -1.160
H -2.990 -1.536 -3.885
H -4.382 -0.983 -2.880
H -4.447 -0.515 -0.395
H -3.046 0.599 -0.466
H -3.042 0.152 -3.254
H -3.073 -0.777 0.711
Cl -0.141 -3.119 -3.023
C 0.862 3.010 -0.458
C 0.975 2.515 0.984
C 0.346 3.538 1.923
P 0.353 0.762 1.210
C 1.565 0.273 2.593
C 1.666 1.188 3.820
C 1.443 -1.203 3.013
C -1.356 0.839 2.068
C -1.467 0.776 3.604
C -2.268 1.934 1.524
H -0.186 3.068 -0.783
H 1.407 2.368 -1.163
H 1.290 4.019 -0.532
H 2.054 2.454 1.210
H -0.596 3.911 1.509
H 0.171 3.172 2.935
H 1.012 4.411 2.003
H 2.529 0.381 2.075
H 0.769 1.134 4.439
H 2.506 0.851 4.452
H 1.877 2.229 3.536
H 1.713 -1.869 2.178
H 2.144 -1.424 3.830
H 0.438 -1.477 3.341
H -1.793 -0.111 1.682
H -1.173 1.739 4.053
H -2.524 0.612 3.896
H -0.888 -0.032 4.058
H -2.034 2.161 0.479
H -3.295 1.558 1.583
H -2.233 2.845 2.125
```

Values from the calculation:
Expectation value of S²: 6.026
HOMO level (alpha / beta) (eV): -13.972 / -15.136
Kohn-Sham gap (alpha / beta) (eV): 8.4 / 5.1
Relative energy (zero: lowest compared OMol25 entry of this formula, charge and spin) (kcal/mol): 0.0
Multiplicity: 5
Net charge: +2

Here are the Löwdin charges for atoms 1 to 5, given in e: atom 1 (C): -0.06, atom 2 (C): -0.59, atom 3 (H): 0.11, atom 4 (H): 0.08, atom 5 (H): 0.07

4.
Computed, not measured: a 6-piece molecular cluster, C17H42F6N3O7 overall, with ωB97M-V/def2-TZVPD.

XYZ file:
```
75
Properties=species:S:1:pos:R:3
N 0.780 -0.284 0.184
H 1.238 0.191 -0.581
H 0.985 0.055 1.113
H 0.747 -1.293 0.165
H -0.144 0.057 -0.041
C 1.703 -3.526 -0.996
O 1.005 -4.196 -1.978
O 0.686 -3.181 -0.058
C 2.895 -4.525 -0.500
F 2.379 -5.547 0.175
F 3.808 -5.049 -1.359
F 3.657 -3.934 0.375
C 1.474 -4.341 -3.362
C 0.374 -5.208 -4.040
H -0.519 -4.584 -4.077
H 0.727 -5.386 -5.056
H 0.133 -6.206 -3.675
H 2.406 -4.904 -3.339
H 1.602 -3.357 -3.815
H 2.188 -2.665 -1.454
C -1.805 -1.580 3.360
O -2.651 -2.671 3.741
O -1.530 -1.838 1.992
C -2.139 -0.114 3.846
F -2.501 0.062 5.159
F -1.266 0.801 3.556
F -3.175 0.330 3.169
C -3.168 -2.731 5.083
C -4.135 -3.968 5.221
H -4.994 -4.035 5.889
H -4.413 -4.036 4.169
H -3.427 -4.796 5.215
H -3.805 -1.872 5.293
H -2.453 -2.697 5.904
H -0.874 -1.803 3.881
C 2.422 2.094 2.107
O 2.164 0.692 2.434
H 3.435 2.449 2.292
H 2.197 2.393 1.083
H 1.630 2.630 2.631
H 2.565 0.335 3.230
C -3.774 1.768 -0.218
C -2.271 2.095 -0.226
C -1.695 3.085 0.835
O -2.184 4.444 0.763
C -1.580 5.423 1.599
N -1.677 0.788 -0.031
H -4.094 0.929 -0.835
H -4.325 2.599 -0.658
H -4.202 1.608 0.771
H -2.057 2.701 -1.106
H -0.630 2.854 0.845
H -2.014 2.826 1.845
H -2.197 6.317 1.680
H -0.500 5.442 1.451
H -1.623 5.060 2.626
H -2.075 0.257 -0.792
H -2.013 0.300 0.787
C 3.524 0.945 -2.258
C 2.142 1.652 -2.543
C 2.068 2.522 -3.878
O 2.835 3.706 -3.792
C 2.255 4.768 -4.517
N 1.215 0.497 -2.497
H 4.293 1.712 -2.359
H 3.769 0.165 -2.979
H 3.423 0.655 -1.212
H 1.886 2.260 -1.675
H 1.050 2.845 -4.094
H 2.320 1.971 -4.785
H 2.234 4.688 -5.604
H 2.757 5.701 -4.261
H 1.295 5.013 -4.063
H 1.398 -0.151 -3.250
H 0.248 0.789 -2.505
```

Values from the calculation:
HOMO level (eV): -3.640
Kohn-Sham gap (eV): 5.6
Relative energy (zero: lowest compared OMol25 entry of this formula, charge and spin) (kcal/mol): 143.9
Multiplicity: 1
Net charge: -1

Here are the Löwdin charges for atoms 1 to 5, given in e: atom 1 (N): 0.28, atom 2 (H): 0.05, atom 3 (H): 0.08, atom 4 (H): 0.06, atom 5 (H): 0.02

5.
Computed, not measured: C17H43BKNO5 as an isolated structure, with ωB97M-V/def2-TZVPD.

XYZ file:
```
68
Properties=species:S:1:pos:R:3
K -0.539 1.753 1.092
B -3.015 0.261 0.307
H -3.914 -0.319 0.769
H -2.059 -0.371 0.357
H -3.315 0.499 -0.796
H -2.884 1.235 0.891
C 2.982 1.761 1.135
O 1.955 1.801 0.172
C 2.095 2.848 -0.780
C 0.950 2.953 -1.791
O -0.323 2.989 -1.141
C -1.446 2.979 -1.988
H 2.963 0.764 1.581
H 2.852 2.469 1.958
H 3.962 1.857 0.662
H 3.091 2.955 -1.217
H 2.016 3.749 -0.147
H 0.845 2.143 -2.519
H 1.076 3.897 -2.335
H -1.537 3.948 -2.498
H -2.382 2.787 -1.466
H -1.462 2.245 -2.803
C -1.672 0.036 3.504
O -0.255 -0.076 3.277
C 0.450 0.269 4.444
C 0.226 1.719 4.890
O 0.504 2.593 3.795
C 0.640 3.948 4.145
H -1.973 1.065 3.317
H -1.955 -0.200 4.535
H -2.166 -0.697 2.875
H 1.527 0.189 4.288
H 0.210 -0.367 5.302
H 0.919 1.978 5.698
H -0.797 1.910 5.229
H 1.429 4.108 4.882
H -0.278 4.410 4.525
H 0.850 4.476 3.215
C -0.379 -2.936 0.248
C 0.670 -2.527 -0.818
C 1.140 -3.797 -1.553
C 0.141 -4.263 -2.592
C -0.031 -3.117 -3.624
C -0.470 -1.788 -2.989
N 0.267 -1.514 -1.777
O -0.081 -0.293 -1.158
C -0.211 -0.692 -4.020
C -2.002 -1.823 -2.721
C 1.880 -1.980 -0.043
H -1.295 -3.307 -0.219
H -0.712 -2.055 0.805
H -0.012 -3.659 0.973
H 2.135 -3.663 -1.979
H 1.251 -4.544 -0.761
H -0.845 -4.600 -2.280
H 0.628 -5.048 -3.179
H -0.797 -3.472 -4.311
H 0.928 -2.921 -4.109
H -0.508 -0.970 -5.030
H -0.659 0.263 -3.731
H 0.848 -0.406 -4.054
H -2.267 -2.436 -1.861
H -2.357 -0.799 -2.600
H -2.567 -2.233 -3.563
H 2.609 -1.573 -0.757
H 2.474 -2.753 0.450
H 1.595 -1.162 0.616
H -0.942 -0.495 -0.724
```

Values from the calculation:
HOMO level (eV): -7.587
Kohn-Sham gap (eV): 7.6
Relative energy (zero: lowest compared OMol25 entry of this formula, charge and spin) (kcal/mol): 28.6
Multiplicity: 1

Here are the Löwdin charges for atoms 1 to 5, given in e: atom 1 (K): 0.82, atom 2 (B): -0.44, atom 3 (H): -0.04, atom 4 (H): -0.08, atom 5 (H): -0.04

6.
Computed, not measured: a 3-piece molecular cluster, C17H43FN3O5P overall, with ωB97M-V/def2-TZVPD.

XYZ file:
```
70
Properties=species:S:1:pos:R:3
C -5.455 2.606 3.691
C -4.502 1.495 4.077
O -4.766 0.425 3.164
C -3.002 1.862 4.090
P -2.492 3.551 3.514
N -0.914 3.058 2.945
C -1.941 4.379 5.072
C -1.173 3.588 6.111
F -0.011 4.278 6.477
H -5.354 3.458 4.365
H -5.261 2.945 2.675
H -6.478 2.237 3.752
H -4.771 1.157 5.085
H -4.152 -0.294 3.344
H -2.589 1.640 5.074
H -2.488 1.195 3.393
H -0.529 3.789 2.355
H -1.057 2.241 2.354
H -1.282 5.188 4.745
H -2.831 4.858 5.489
H -1.745 3.445 7.028
H -0.843 2.618 5.738
C -0.632 -0.236 -3.946
O -1.905 -0.420 -3.365
C -2.229 -1.769 -3.058
C -2.357 -1.975 -1.564
N -1.070 -1.837 -0.905
C -1.104 -1.845 0.549
C -1.879 -0.740 1.256
O -1.286 0.544 1.143
C -1.576 1.241 -0.060
H -0.578 0.800 -4.277
H 0.184 -0.428 -3.241
H -0.483 -0.896 -4.807
H -1.470 -2.443 -3.468
H -3.189 -1.999 -3.528
H -2.734 -2.988 -1.389
H -3.120 -1.277 -1.191
H -0.616 -0.991 -1.225
H -0.073 -1.806 0.911
H -1.519 -2.805 0.876
H -1.875 -0.972 2.325
H -2.925 -0.692 0.932
H -2.570 0.986 -0.436
H -0.844 1.037 -0.844
H -1.551 2.309 0.161
C 6.105 -0.168 -4.363
O 6.233 -1.326 -3.568
C 6.244 -1.091 -2.166
C 5.006 -1.660 -1.508
N 3.817 -0.936 -1.922
C 2.555 -1.503 -1.468
C 2.172 -2.904 -1.926
O 1.880 -2.996 -3.310
C 2.992 -3.179 -4.161
H 6.267 -0.470 -5.396
H 5.115 0.294 -4.280
H 6.852 0.587 -4.094
H 6.318 -0.018 -1.965
H 7.127 -1.582 -1.750
H 5.118 -1.566 -0.423
H 4.968 -2.735 -1.737
H 3.810 -0.856 -2.930
H 1.759 -0.830 -1.795
H 2.550 -1.489 -0.372
H 1.247 -3.169 -1.412
H 2.935 -3.645 -1.655
H 3.764 -3.792 -3.684
H 3.454 -2.235 -4.467
H 2.638 -3.692 -5.054
```

Values from the calculation:
SMILES string: C[C@@H](O)CP(N)CCF.COCCNCCOC.COCCNCCOC
HOMO level (eV): -8.057
Kohn-Sham gap (eV): 8.7
Multiplicity: 1

Here are the Löwdin charges for atoms 1 to 5, given in e: atom 1 (C): -0.09, atom 2 (C): -0.48, atom 3 (O): -0.06, atom 4 (C): -0.29, atom 5 (P): 0.89